Record 1
Molecular formula: C8H11FNO3S
Method: DFT, ωB97M-V with the def2-TZVPD basis set

Last column: Mulliken charge in e.
CARTESIAN COORDINATES (ANGSTROEM)
C1 4.249260 1.551546 -0.544940  0.203
C2 -0.744784 -1.052990 -0.565617  -0.304
C3 -0.753157 0.204705 -1.360050  -0.842
C4 -1.093168 -0.716283 0.854208  -0.782
C5 0.093710 1.293542 -0.746776  -0.562
C6 0.038965 0.141235 1.430892  -0.288
C7 0.462534 1.287359 0.566255  -0.214
C8 3.758283 0.719201 0.455102  0.241
N1 4.311940 2.476915 -1.211565  -0.664
O1 2.689279 -0.712957 -1.440210  -0.655
O2 4.737867 -1.790306 -0.347796  -0.617
O3 2.587132 -1.637721 0.946137  -0.664
F1 4.485393 0.573630 1.616922  -0.329
S1 3.520250 -1.004844 -0.045663  0.990
H1 -1.476303 -1.919182 -0.990905  0.210
H2 0.261998 -1.464071 -0.502140  0.269
H3 -0.477238 0.141514 -2.407800  0.350
H4 -1.782167 0.573855 -1.429849  0.433
H5 -2.079744 -0.167631 0.799189  0.313
H6 -1.092357 -1.691381 1.316956  0.389
H7 1.707963 -0.515709 -1.226954  0.246
H8 0.452142 2.087430 -1.403629  0.336
H9 -0.165286 0.411701 2.462588  0.446
H10 0.903174 -0.565462 1.516482  0.017
H11 0.749233 2.067974 1.163752  0.480

Forces on the atoms, in the same order (eV/Å):
C -0.67 -0.50 1.42
C -1.05 -2.14 -1.09
C -0.12 1.03 -0.94
C -0.43 0.70 -0.39
C 0.97 0.57 1.75
C 0.40 -1.64 0.22
C -2.84 -2.18 -2.15
C -0.90 -3.14 0.01
N 0.88 1.82 -2.00
O -1.11 -0.46 0.91
O -2.20 1.21 -0.05
O 1.75 0.88 -2.18
F 0.79 0.59 0.66
S -0.51 -0.20 1.24
H 1.66 2.06 0.77
H 0.07 -0.44 -0.34
H 0.29 -0.60 -0.27
H -0.15 0.10 0.15
H 0.73 -0.75 0.69
H -0.68 0.00 0.95
H 2.29 -0.22 -0.07
H -0.32 0.01 0.18
H -0.17 0.43 0.10
H -0.41 0.68 0.01
H 1.73 2.19 0.42

Summary:
Net charge = -1
Maximum force = 4.18 eV Å⁻¹
Frontier orbital gap = 7.04 eV
Lowest unoccupied orbital energy = 3.236 eV
HOMO level = -3.81 eV

***

Record 2
Molecular formula: C5H11NO2
Method: DFT, ωB97M-V with the def2-TZVPD basis set

Last column: Mulliken charge in e.
CARTESIAN COORDINATES (ANGSTROEM)
O1 1.023102 -0.240235 -2.623178  -0.574
C1 0.056012 -0.351537 -1.904029  0.083
N1 0.136016 -0.095945 -0.550217  0.042
C2 1.394230 -0.080965 0.211564  -0.550
C3 0.942571 -0.663455 1.561290  -0.519
C4 -0.519619 -1.040221 1.490543  -0.609
C5 -1.054149 -0.254532 0.266280  -0.569
H1 -0.931164 -0.666053 -2.268597  0.330
H2 1.712628 0.957597 0.337518  0.188
H3 2.108775 -0.613950 -0.408593  0.362
H4 1.143658 0.051890 2.366722  0.273
H5 1.583956 -1.470722 1.935142  0.315
H6 -0.734674 -2.109988 1.400649  0.299
H7 -1.153226 -0.844577 2.360194  0.340
H8 -1.830787 -0.831427 -0.235313  0.451
H9 -1.493221 0.701345 0.556340  0.173
O2 -1.118870 2.472306 -1.312293  -0.636
H10 -0.244587 2.157338 -1.043838  0.292
H11 -1.020650 2.923130 -2.140183  0.310

Forces on the atoms, in the same order (eV/Å):
O 0.08 -0.15 -0.50
C 1.10 0.41 1.17
N -1.29 -0.35 -1.34
C -1.37 0.31 -0.46
C 1.44 -0.22 1.58
C -1.47 -0.15 -0.18
C 0.29 -0.68 0.87
H -0.11 0.13 0.15
H 0.29 -0.13 -0.03
H 0.31 -0.17 0.38
H -0.41 0.38 -0.29
H -0.19 -0.29 -0.61
H 0.62 -0.04 -0.63
H 0.54 0.63 0.24
H 0.09 0.14 -0.27
H 0.13 0.09 -0.01
O -0.16 -0.30 0.82
H -0.18 0.08 -0.31
H 0.27 0.32 -0.60

Summary:
Maximum force = 2.15 eV Å⁻¹
Frontier orbital gap = 10.09 eV
Lowest unoccupied orbital energy = 0.792 eV
HOMO level = -9.30 eV

***

Record 3
Molecular formula: C30H81N3O9
Method: DFT, ωB97M-V with the def2-TZVPD basis set

Last column: Mulliken charge in e.
CARTESIAN COORDINATES (ANGSTROEM)
C1 0.156472 2.751852 -3.035973  -0.252
O1 1.235790 3.164920 -2.206086  -0.457
C2 1.124633 2.777944 -0.844035  -0.146
C3 0.070304 3.453796 0.008856  0.883
C4 0.232268 4.963411 0.014316  -1.662
N1 0.065285 2.825339 1.396815  -0.280
H1 0.022056 3.405496 -3.881103  0.351
H2 -0.839822 2.741329 -2.556874  0.213
H3 0.407931 1.706317 -3.346577  -0.163
H4 1.071293 1.673453 -0.764345  -0.379
H5 2.120215 2.984171 -0.404299  0.360
H6 -0.907885 3.225673 -0.414035  0.141
H7 1.148638 5.222083 0.534314  0.390
H8 -0.574840 5.601371 0.452316  0.355
H9 0.438341 5.346613 -0.951678  0.424
H10 0.173303 1.859797 1.148020  -0.467
H11 0.882837 3.137274 1.887928  0.356
C5 2.600961 0.173913 6.952886  -0.727
O2 1.871999 0.699603 5.877638  -0.397
C6 1.215596 -0.258959 5.045542  -0.488
C7 2.237285 -0.876918 4.063936  0.127
C8 3.152113 0.194090 3.379944  -0.813
N2 1.470246 -1.736358 3.203442  -0.549
H12 3.606104 -0.155001 6.690501  0.281
H13 2.119340 -0.623405 7.570501  0.298
H14 2.779220 1.000897 7.618976  0.303
H15 0.750085 -1.085104 5.668268  0.325
H16 0.415867 0.242220 4.482616  -0.007
H17 2.957022 -1.392479 4.679076  0.542
H18 3.897824 -0.302211 2.743001  0.168
H19 3.749276 0.596086 4.147142  0.622
H20 2.513460 0.922048 2.805247  -0.154
H21 0.910878 -1.151911 2.553080  -0.389
H22 2.038137 -2.373481 2.659825  0.386
C9 -5.678415 -0.327013 0.441173  -0.579
O3 -5.811956 -0.033916 1.768073  -0.375
C10 -5.374743 -1.084688 2.586551  -1.357
C11 -3.887994 -1.456460 2.521563  1.052
C12 -3.558073 -2.733979 3.263873  -1.566
N3 -2.973010 -0.389782 2.809894  -0.257
H23 -4.726321 -0.128565 -0.067717  0.054
H24 -6.295450 0.364879 -0.056758  0.422
H25 -6.010596 -1.376596 0.281957  0.345
H26 -5.561725 -0.687929 3.581503  0.382
H27 -5.981555 -1.941634 2.541880  0.555
H28 -3.674711 -1.764531 1.479223  -0.234
H29 -3.841599 -2.602901 4.335131  0.356
H30 -2.531253 -3.114222 3.160329  0.340
H31 -4.257834 -3.486238 2.923622  0.425
H32 -3.447791 0.488612 2.652531  0.060
H33 -2.746805 -0.339249 3.802630  0.267
C13 1.452474 0.727379 -6.684702  -0.854
C14 0.648066 -0.557777 -6.958115  0.405
C15 1.135085 -1.650587 -6.049004  -0.986
O4 -0.766959 -0.393159 -6.849361  -0.573
H34 1.372273 1.015130 -5.622264  -0.019
H35 1.059637 1.458993 -7.412040  0.326
H36 2.550120 0.668728 -6.936371  0.358
H37 0.782921 -0.808921 -8.009173  0.328
H38 0.997257 -1.352307 -5.003071  0.028
H39 2.187444 -1.824813 -6.181274  0.447
H40 0.565755 -2.554293 -6.143153  0.244
H41 -1.004815 -0.456859 -5.921369  0.317
C16 -2.349935 -3.339785 -4.639424  -1.108
C17 -2.819658 -1.876099 -4.399090  0.309
C18 -4.020142 -1.890571 -3.414393  -1.228
O5 -1.651688 -1.141742 -3.869905  -0.241
H42 -1.946791 -3.718306 -3.712678  0.241
H43 -1.589931 -3.328313 -5.397180  0.172
H44 -3.231250 -3.854475 -5.065620  0.436
H45 -3.049769 -1.363246 -5.301374  0.479
H46 -4.512501 -0.916901 -3.372804  0.322
H47 -3.723603 -2.272166 -2.412970  0.285
H48 -4.689232 -2.665376 -3.825186  0.439
H49 -1.759423 -1.133794 -2.916369  0.157
C19 -4.306175 3.636885 3.870466  -1.299
C20 -3.247772 3.786984 2.713373  0.688
C21 -2.251680 4.917981 3.051060  -1.266
O6 -2.636658 2.538418 2.521114  -0.276
H50 -3.949221 4.019990 4.789567  0.406
H51 -4.620160 2.556079 4.009543  0.200
H52 -5.273659 4.158734 3.648921  0.340
H53 -3.842765 3.992096 1.776531  0.191
H54 -1.765402 4.744696 4.006615  0.348
H55 -2.845048 5.764545 3.124382  0.528
H56 -1.465705 4.971412 2.295535  0.016
H57 -1.688504 2.699589 2.143252  0.139
C22 4.955386 -2.854582 1.397208  -1.171
C23 3.983073 -3.161644 0.239843  2.104
C24 4.516786 -3.892995 -0.920980  -1.543
O7 2.807576 -3.789803 0.797812  -0.542
H58 5.853393 -2.287627 1.119477  0.298
H59 5.417112 -3.764903 1.793023  0.445
H60 4.339541 -2.374275 2.186024  0.053
H61 3.617308 -2.164705 -0.040074  -0.925
H62 4.999843 -4.844390 -0.781991  0.389
H63 5.115694 -3.226385 -1.566084  0.281
H64 3.649564 -4.215080 -1.547598  0.371
H65 3.012798 -4.628715 1.229642  0.285
C25 4.373638 1.945142 -1.546991  -1.558
C26 3.757693 0.569903 -1.377775  1.703
C27 3.156157 0.056407 -2.644458  -1.071
O8 4.779339 -0.371686 -0.927070  -0.541
H66 5.028253 2.181627 -0.714741  0.477
H67 3.650194 2.725142 -1.785750  0.284
H68 5.000611 1.958279 -2.458463  0.384
H69 2.980029 0.534833 -0.612020  -0.593
H70 2.321054 0.714663 -2.895236  -0.136
H71 2.789523 -1.003140 -2.617840  0.210
H72 3.833804 0.141044 -3.489743  0.623
H73 5.197310 0.003928 -0.187145  0.309
C28 -1.547196 -1.019579 -0.614008  -1.301
C29 -0.492257 -1.270783 0.491616  -0.074
C30 0.876381 -1.329725 -0.166610  0.069
O9 -0.581786 -0.113247 1.312484  1.317
H74 -2.508852 -0.571484 -0.307898  0.006
H75 -1.829438 -1.928188 -1.185382  0.820
H76 -1.098760 -0.348908 -1.406230  -0.413
H77 -0.755023 -2.102981 1.105614  0.455
H78 0.958009 -0.553428 -0.947222  -0.528
H79 0.961036 -2.270965 -0.622089  0.814
H80 1.674442 -1.253039 0.641026  -0.521
H81 -1.287282 -0.146570 1.991495  -0.164

Forces on the atoms, in the same order (eV/Å):
C -0.06 -1.48 0.52
O -0.65 0.75 0.31
C 1.37 -0.54 0.04
C -0.94 0.13 0.65
C 0.04 0.50 1.19
N -0.50 1.17 -2.06
H 0.54 0.23 -0.38
H 0.51 -0.05 0.25
H -0.59 0.68 -0.18
H -0.53 0.26 -0.10
H -0.40 0.22 -0.14
H -0.18 -0.12 0.03
H 0.26 0.01 0.52
H 0.42 -0.97 -0.28
H -0.15 0.12 -1.29
H 0.01 -1.02 0.71
H 0.47 0.06 0.32
C 0.21 -0.10 0.67
O -0.92 -0.29 0.02
C 0.74 -0.52 0.38
C 0.03 1.13 0.05
C -1.66 -0.98 -0.96
N -0.43 0.08 -0.65
H 0.09 -0.39 -0.40
H -0.08 0.38 -0.79
H -0.08 0.43 0.38
H 0.47 0.83 -0.66
H 0.22 0.11 0.21
H 0.02 -1.03 0.21
H -0.54 0.02 -0.31
H 0.44 1.32 0.93
H 0.93 -0.42 0.55
H 0.48 -0.53 0.60
H 0.01 0.00 -0.15
C -0.13 -0.95 -1.46
O 0.83 0.10 1.10
C 1.21 1.38 2.03
C 0.35 -1.19 -1.87
C -1.02 0.12 1.42
N 0.17 0.77 0.89
H 0.54 -0.41 0.71
H -1.32 0.57 -0.85
H 0.21 0.51 -0.46
H 0.07 -0.01 0.45
H -0.96 -1.39 -0.76
H -0.26 0.38 -0.06
H 0.62 -0.13 -0.38
H -0.33 0.45 0.02
H 0.03 -0.46 -0.24
H 0.23 0.55 -0.39
H -0.08 -0.27 0.00
C 0.19 0.20 -0.82
C 0.44 0.13 -0.02
C -0.24 0.22 0.73
O 0.31 0.29 -0.07
H -0.16 0.22 -0.52
H 0.04 0.25 0.82
H -1.05 -0.45 0.30
H 0.17 -0.20 -0.06
H 0.01 0.17 -0.03
H 0.48 -0.26 -0.18
H -0.16 -0.63 -0.37
H -0.01 0.07 0.41
C -1.34 1.58 -0.80
C 1.32 -0.95 2.03
C 0.64 -0.56 -0.71
O -1.09 -0.22 -0.49
H -0.17 -0.48 0.20
H 0.52 -0.11 -0.29
H 0.57 -0.37 0.53
H -0.45 0.20 -0.87
H -0.02 -0.19 0.23
H -0.07 0.48 -0.53
H -0.16 0.55 0.25
H 0.18 0.08 0.07
C -1.25 -1.05 -1.60
C -1.34 0.04 0.39
C 0.26 -2.33 -0.58
O 2.33 0.00 -0.55
H 0.52 0.28 1.05
H 0.63 1.12 -0.23
H 0.91 -0.18 0.02
H 0.67 0.35 0.69
H -0.04 -0.20 0.19
H -0.72 2.09 0.00
H -0.24 0.31 0.00
H -1.67 -0.41 0.69
C 0.01 -0.54 0.05
C -0.25 0.93 2.00
C -0.87 -0.17 -2.42
O -0.11 -0.04 -0.02
H -0.56 0.43 -0.15
H -0.41 -0.25 0.16
H 0.78 -0.12 -0.34
H 0.03 -0.51 -0.43
H 0.70 -0.20 0.74
H 0.00 -0.36 0.40
H 0.38 0.54 0.26
H 0.28 0.13 -0.16
C 0.32 -0.01 -1.20
C 0.68 -0.73 0.68
C -0.62 -0.69 -0.79
O -1.14 -0.37 -2.00
H -0.16 0.34 0.26
H -0.13 -0.03 0.53
H 0.03 -0.34 0.42
H -0.03 0.39 0.14
H -0.17 -0.12 0.01
H 0.32 0.93 0.29
H 0.33 -0.07 -0.02
H 0.87 0.76 1.54
C -0.16 -0.39 -1.56
C -1.48 2.10 -1.02
C 0.34 0.97 1.85
O 1.47 0.79 0.41
H 0.63 -0.13 0.35
H 0.28 0.02 0.49
H -0.38 -0.28 1.05
H 0.09 -1.07 0.19
H 0.13 -0.21 0.57
H 0.39 -1.38 -0.75
H -0.82 0.06 -1.29
H -0.50 -0.48 -0.41

Summary:
Maximum force = 2.76 eV Å⁻¹
Frontier orbital gap = 9.45 eV
Lowest unoccupied orbital energy = 0.609 eV
HOMO level = -8.84 eV

***

Record 4
Molecular formula: C8H11AuNO2
Method: DFT, ωB97M-V with the def2-TZVPD basis set

Last column: Mulliken spin population.
CARTESIAN COORDINATES (ANGSTROEM)
C1 -2.691195 -1.041780 -1.388331  -0.019
C2 -2.861310 -0.646372 -0.038463  0.413
C3 -1.823458 -1.273481 0.764534  0.039
C4 -0.994089 -2.091893 -0.183134  0.207
C5 -1.627044 -1.962802 -1.480573  0.328
Au1 0.032916 -0.187266 0.494536  0.440
N1 1.406244 1.649882 -0.843400  0.532
C6 1.459582 2.952457 -0.438761  0.108
C7 0.527319 2.075719 0.546046  -0.006
H1 -1.877298 -1.468369 1.846537  -0.029
H2 -3.651027 0.007965 0.335057  0.018
H3 -0.424796 -2.960820 0.145098  -0.008
H4 -1.339925 -2.507250 -2.394338  0.006
H5 -3.307881 -0.701359 -2.221004  -0.005
H6 -0.502655 2.470197 0.491967  0.063
H7 0.929510 3.653547 -1.109660  -0.010
H8 2.403026 1.144226 -0.699847  -0.123
H9 0.937448 2.163761 1.591900  -0.016
H10 2.367621 3.394048 0.075022  -0.016
O1 2.580844 0.076994 1.304206  -0.016
C8 2.761273 -1.169004 1.126990  0.091
O2 2.008403 -1.974096 0.484824  -0.006
H11 3.686492 -1.604305 1.590794  0.012

Forces on the atoms, in the same order (eV/Å):
C 0.37 -0.76 -0.35
C 0.18 -0.35 -0.13
C 1.14 -1.21 -0.93
C -1.52 0.32 2.25
C -0.89 1.04 -0.54
Au -0.14 0.49 -0.20
N 3.55 -3.65 -1.83
C -0.77 1.87 2.07
C 0.48 1.66 1.23
H -0.08 0.17 -0.73
H 0.38 -0.15 -0.11
H 0.04 0.42 -0.19
H -0.05 0.46 0.60
H 0.24 -0.12 0.26
H 0.31 -0.29 -0.23
H 0.26 0.08 0.37
H -3.03 1.09 0.14
H -0.18 -0.21 -1.12
H -0.85 -0.54 -0.70
O 0.42 -1.76 -0.12
C -0.76 0.30 -0.51
O 1.12 1.07 0.94
H -0.24 0.05 -0.17

Summary:
2S+1 = 3
Net charge = -1
Maximum force = 5.41 eV Å⁻¹
Frontier orbital gap (spin up / spin down) = 3.91 / 6.17 eV
Lowest unoccupied orbital energy (spin up / spin down) = 3.745 / 1.705 eV
HOMO level (spin up / spin down) = -0.16 / -4.46 eV

***

Question: Among the records above, which one has the highest maximum force?
Answer: C8H11AuNO2